Record 1
Density functional theory data (ωB97M-V/def2-TZVPD) for 6 unconnected molecules or ions with the total composition C30H55BF4N10 at a distorted geometry.

The energy relative to the best compared isomer or geometry (same formula, charge and spin) is 0.0 kcal per mole. The value obtained for the molecular weight is 642.644 g mol⁻¹. For the maximum force, the calculation gives 0.035 hartree/bohr. As for the total energy: -2147.02300 a.u.

```
! RIJCOSX wB97M-V def2-TZVPD def2/J DEFGRID3
* xyz 4 1
H -0.0151 5.3829 -0.5198
H -3.2476 -7.6169 2.3813
C 0.9042 -2.0383 -3.9567
C 2.5027 2.8416 1.6968
C -2.7627 6.1889 -3.3676
H -0.9962 2.8960 -3.3793
H 2.8766 0.3688 -0.3741
C -1.3875 5.6980 -3.8531
F -1.9157 0.2245 0.0719
H 0.1295 -1.3465 1.6908
C -3.4521 -6.0645 4.7539
F -1.1144 -1.4877 -1.2204
C -2.2275 -3.4046 0.7803
C 0.8313 1.1111 7.3483
C 3.6929 -0.7851 -3.3422
N 3.1031 -1.9033 -2.7827
H 1.7898 0.6543 7.0812
H -0.5919 4.9856 1.0641
H 0.9008 2.8713 6.0889
H -2.9762 -3.5859 3.5023
N 2.4628 2.2348 0.4624
H 1.5386 -3.1074 -2.2114
H 4.0195 0.8885 0.8470
N 0.0322 -0.2296 3.4223
H -1.9570 5.4585 -6.6033
H -1.7807 2.8686 -7.5007
H 3.2644 2.5740 2.4092
C -1.6506 3.2834 -6.5164
C -1.3799 3.6159 -0.3668
H -1.5321 0.4711 -4.7726
N -3.0545 -5.7271 3.3745
H 0.9688 -2.1287 3.0734
C 6.5668 -2.7400 -2.3445
N -1.4815 4.5171 -4.7143
C -0.3155 0.9650 2.8269
N -2.5354 -4.5463 1.6475
H -0.8099 -2.0657 2.9750
H 1.0584 1.6975 8.2353
H -3.7255 -8.2211 4.4126
H -1.7880 3.0734 0.4843
H 7.2679 -2.3540 -3.0787
C -1.0314 1.0765 -5.5252
H -2.6940 -3.5557 -0.1870
H 5.8255 -0.2634 -3.5060
C 0.3285 0.0080 4.6989
H -5.2251 -7.2942 4.6198
C -0.3142 1.8992 3.8027
N 5.2540 -2.1182 -2.5572
N 0.0969 1.2817 4.9669
H -1.2516 0.7111 -6.5225
H -0.7217 2.3495 6.4915
H 4.0026 1.6329 -0.8148
H -0.9184 6.4730 -4.4567
H -0.0977 -2.4537 -3.9054
H -1.1490 -3.3406 0.6377
C -2.9579 -6.5836 2.3157
H 0.0410 0.9708 -5.3555
N 0.9279 3.7623 0.4944
C 0.1162 -1.5330 2.7640
C 1.6626 -2.1123 -2.6492
H 1.1575 2.4883 -1.2059
C -1.7801 4.5491 -6.0552
H -4.1797 -7.6121 5.9924
C -0.2664 4.5409 0.1229
H 1.4526 -2.5757 -4.7337
C 4.0763 -2.7104 -2.3856
H -4.0218 -5.2322 5.1680
H -2.5580 -2.4547 1.1898
H -2.2034 4.1905 -0.7883
H -2.3160 -6.0818 0.2187
H -3.2346 6.8038 -4.1301
H 0.6680 -0.7106 5.4260
H -0.6718 0.9399 1.8069
C 3.4212 1.2344 0.0125
C 1.5907 3.8310 1.7071
F 0.2920 0.1456 -0.4057
C 5.0310 -0.9336 -3.2255
H 0.1569 0.2908 7.5946
H 1.1889 -1.4956 -1.8787
C 0.2828 1.9914 6.2598
H 6.9679 -2.4385 -1.3763
B -1.0052 -0.1178 -0.9302
H -0.5499 2.9478 3.7736
H -0.7384 5.4985 -3.0032
C -2.5591 -5.8606 1.2425
H 3.1337 0.0626 -3.6939
H 6.4824 -3.8206 -2.3740
C -1.3006 3.2543 -4.3474
H 3.9738 -3.6724 -1.9094
F -1.2233 0.6258 -2.1066
C -2.8022 -4.4920 2.9488
H 0.8103 -1.0053 -4.2971
C 1.5031 2.8139 -0.2407
H -2.6209 6.7360 -2.4394
H -1.0086 2.9037 -1.1010
C -4.1837 -7.3803 4.9290
H 1.3198 4.5684 2.4422
N -1.4114 2.4782 -5.4233
H -3.4329 5.3462 -3.1905
H -2.5480 -6.0754 5.3691
*
```

These are the Mulliken partial charges, in e, on atoms 1 to 99:
1 H 0.300
2 H 0.365
3 C -1.022
4 C -0.325
5 C -1.136
6 H 0.214
7 H 0.185
8 C -0.446
9 F -0.312
10 H -0.135
11 C -0.165
12 F -0.388
13 C -1.239
14 C -1.451
15 C -0.548
16 N 0.369
17 H 0.404
18 H 0.293
19 H 0.355
20 H 0.404
21 N 0.309
22 H 0.248
23 H 0.279
24 N 0.318
25 H 0.464
26 H 0.438
27 H 0.536
28 C -0.380
29 C -0.540
30 H 0.277
31 N 0.218
32 H 0.422
33 C -0.858
34 N 0.177
35 C -0.241
36 N 0.158
37 H 0.385
38 H 0.367
39 H 0.394
40 H 0.321
41 H 0.352
42 C -0.708
43 H 0.460
44 H 0.471
45 C -0.202
46 H 0.361
47 C -0.981
48 N 0.120
49 N 0.139
50 H 0.318
51 H 0.356
52 H 0.400
53 H 0.384
54 H 0.383
55 H 0.375
56 C -0.199
57 H 0.294
58 N 0.251
59 C -0.680
60 C -0.148
61 H 0.605
62 C -0.374
63 H 0.376
64 C -0.456
65 H 0.433
66 C 0.048
67 H 0.345
68 H 0.430
69 H 0.388
70 H 0.468
71 H 0.399
72 H 0.489
73 H 0.459
74 C -0.714
75 C -0.806
76 F -0.252
77 C -0.482
78 H 0.393
79 H -0.082
80 C -0.161
81 H 0.337
82 B 0.575
83 H 0.659
84 H 0.213
85 C -0.614
86 H 0.499
87 H 0.352
88 C -0.026
89 H 0.420
90 F -0.225
91 C -0.103
92 H 0.036
93 C -0.524
94 H 0.348
95 H -0.251
96 C -1.366
97 H 0.596
98 N 0.145
99 H 0.359

Record 2
Density functional theory data (ωB97M-V/def2-TZVPD) for a molecular structure, C22H33N3O4 at a distorted geometry.

The energy relative to the best compared isomer or geometry (same formula, charge and spin) is 467.6 kcal per mole. The value obtained for the molecular weight is 403.523 g mol⁻¹. For the maximum force, the calculation gives 0.355 hartree/bohr. As for the total energy: -1322.66377 a.u.

```
! RIJCOSX wB97M-V def2-TZVPD def2/J DEFGRID3
* xyz 0 1
H -5.1607 2.0261 -1.0931
H 6.3560 -2.5963 1.3646
H -6.3349 0.3754 -1.6373
C -4.7755 -1.6953 1.4510
H 5.3330 1.8736 -0.3793
H -0.7332 3.0210 -0.2272
H 0.9069 4.7190 -0.8923
H -5.3785 -2.1985 -1.2754
C 1.4507 4.0919 -0.0980
C 5.4675 0.5691 1.3142
C 6.0764 -1.7236 -0.4057
C -4.7383 -0.0132 1.2682
H -0.4615 -2.7319 -1.9880
C -5.9628 -2.4222 0.8257
H -7.2063 0.1166 0.1163
H 3.4539 1.4538 -0.6453
N 2.9551 0.5044 -0.7561
C -0.5888 -0.3849 -0.8131
H -5.7356 0.2063 1.8702
H 6.0877 -0.6023 2.8237
H -5.9732 -3.2970 0.9139
H 7.5105 -0.3346 1.5641
O 1.9486 2.7322 -0.3697
H -1.8938 -3.3751 -1.3025
C -1.0245 -2.6680 -1.0594
H 6.7995 0.8885 -0.4643
H 5.4061 -0.2499 -1.9840
H -3.8739 -1.8332 0.8427
H -5.3201 2.4560 0.5285
H 2.3932 4.7961 -0.1799
H 1.3170 -1.5006 -0.7310
C -6.2853 -1.7360 -0.5047
C 1.5261 0.4771 -0.6597
N -2.5200 1.0046 -0.5243
C -4.7922 1.5652 -0.3015
H 5.7492 -2.6456 -0.9247
C 5.1148 -0.3044 -0.7321
C -3.3834 2.3033 -0.1387
H -6.8606 -1.8406 1.1583
C 6.1416 -0.4643 1.7335
C 3.6292 -0.5171 -0.8255
H -3.9599 0.3749 1.8505
C 0.7533 -0.6991 -1.0103
H 4.5906 -1.8725 1.2977
H -3.1068 0.1635 -0.8026
H 4.5153 0.5278 1.5906
C 0.9619 1.7184 -0.3200
H -4.7162 -1.8790 2.5549
C 5.9387 -1.8346 1.0430
C -6.2675 -0.1942 -0.7192
H -0.2900 -3.0235 -0.3244
O -3.0325 3.3116 0.0280
H 7.0872 -1.4238 -0.7677
H -7.0612 -2.0622 -1.0651
N -4.9892 0.4082 -0.0061
H 5.9935 1.5335 1.9226
C -0.3413 2.0371 -0.5434
C 5.6504 0.8155 -0.1842
O 3.3776 -1.8441 -0.8955
C -1.2261 0.9549 -0.6646
H 0.9039 4.2191 1.0916
O -1.4022 -1.2768 -0.9377
*
```

Charges in e, computed with Mulliken, in the same order as the atoms:
1 H 0.537
2 H 0.818
3 H 0.361
4 C -0.232
5 H 0.294
6 H 0.435
7 H 0.286
8 H 0.138
9 C -0.817
10 C -0.301
11 C -0.827
12 C -1.156
13 H 0.469
14 C -1.232
15 H 0.290
16 H 0.336
17 N 0.121
18 C 1.294
19 H 0.383
20 H 0.275
21 H 0.877
22 H 0.194
23 O -0.353
24 H 0.276
25 C -1.078
26 H 0.378
27 H 0.013
28 H -0.015
29 H 0.271
30 H 0.261
31 H 0.728
32 C -0.693
33 C -0.182
34 N -0.222
35 C -1.207
36 H 0.313
37 C 0.756
38 C 0.433
39 H 0.203
40 C -0.541
41 C 0.067
42 H 0.450
43 C -1.373
44 H 0.116
45 H 0.130
46 H 0.425
47 C 0.590
48 H 0.392
49 C -0.872
50 C -0.740
51 H 0.414
52 O -0.366
53 H 0.417
54 H 0.624
55 N 0.622
56 H 0.251
57 C -0.923
58 C -1.230
59 O -0.776
60 C -0.024
61 H 0.276
62 O -0.353

Record 3
Density functional theory data (ωB97M-V/def2-TZVPD) for a molecular structure, C2H6ClN2P at a distorted geometry.

The energy relative to the best compared isomer or geometry (same formula, charge and spin) is 8.0 kcal per mole. The value obtained for the molecular weight is 124.511 g mol⁻¹. For the maximum force, the calculation gives 0.101 hartree/bohr. As for the total energy: -990.82422 a.u.

```
! RIJCOSX wB97M-V def2-TZVPD def2/J DEFGRID3
* xyz 0 1
P -1.2941 0.2624 -0.5474
H 1.5939 -0.9388 0.9787
N -0.2682 1.4688 -0.2683
H -0.6476 -1.8863 -0.3655
H 1.7679 1.3277 0.1789
H 0.5438 0.9495 1.5843
H -1.4148 0.3430 -1.9618
H 1.4176 -0.6794 -0.7803
C 0.9962 -0.6058 0.1249
C 0.7810 0.9532 0.5507
Cl -3.0974 -0.1542 0.4284
N -0.3783 -1.0401 0.0773
*
```

Charges in e, computed with Mulliken, in the same order as the atoms:
1 P 0.419
2 H 0.334
3 N -0.532
4 H 0.253
5 H 0.330
6 H 0.345
7 H 0.144
8 H 0.430
9 C -0.622
10 C -0.473
11 Cl -0.244
12 N -0.384

Record 4
Density functional theory data (ωB97M-V/def2-TZVPD) for a molecular structure, C28H60BClNbO12 at a distorted geometry.

The value obtained for the molecular weight is 727.947 g mol⁻¹. For the maximum force, the calculation gives 0.033 hartree/bohr. As for the total energy: -2547.67600 a.u.

```
! RIJCOSX wB97M-V def2-TZVPD def2/J DEFGRID3
* xyz -1 1
H 1.1895 -2.4845 5.0859
C 5.2338 -2.4778 -1.3198
O -0.3593 -1.0778 -0.7071
H 0.5845 4.2031 4.4165
H 2.8472 -3.9935 -6.7227
C 2.6345 -3.9431 -5.6525
H -0.2393 -1.9798 -5.7586
H 3.4370 8.0917 -0.8167
H -3.7258 -3.7420 -2.2924
H -8.0091 -3.4413 -1.2759
O 0.4039 -4.2338 -4.8528
H 1.8677 8.0729 -0.0082
C -7.3699 -5.3025 -2.1303
H 2.4515 3.2874 -0.5752
C 0.4534 -2.2235 -1.0302
H 2.9607 0.9900 7.6684
C 3.0531 2.1552 5.0930
Cl 4.8616 -1.5581 -2.8755
H 2.2707 7.6355 -3.1457
H 1.5688 5.0804 0.9446
H 3.4996 1.1589 5.0728
H -1.2367 0.5782 3.3763
H 1.2396 6.1862 -3.2614
O 5.4467 -3.6476 -1.4424
O 2.2902 5.2513 -1.1831
H -2.9140 0.5587 -0.5012
Nb 3.0551 -0.6998 0.3510
H 2.5896 2.3479 4.1285
C 2.5320 1.9919 7.6049
H 0.6992 7.6222 -2.3525
C -3.5512 -4.6362 -2.8872
H 0.0573 -2.6762 -1.9453
H -9.2975 -4.6217 -1.4732
H 0.9800 -2.1400 -7.0526
H 5.4037 -2.2163 0.7048
H 0.0310 4.3053 1.4014
C 1.2001 -3.5293 -5.4290
H 0.0808 5.8606 4.8522
O -2.1128 3.3937 0.4670
H 1.3934 -0.8345 5.7244
H -6.4698 -5.2926 -0.1815
C 1.5574 7.0009 -2.6160
C 1.9123 -1.8392 -1.2360
H -1.1308 -1.4119 -0.2445
O 3.4258 1.6304 -2.0431
C -1.7527 -6.4124 -3.3444
H 2.5403 -1.8341 1.7298
H -8.6524 -3.7755 -2.9035
C -4.2197 3.0404 -0.5633
C -0.7920 0.2800 4.3227
C 2.6904 7.4433 -0.3523
C -2.2842 1.3865 -0.8341
B 3.1020 1.4824 -0.6826
H -1.2494 1.1798 -0.5704
C 0.6726 -1.5663 5.3537
H 1.6943 0.2415 1.0619
O -6.9350 -5.5865 -3.2211
H -4.3118 -5.3859 -2.6611
C -0.0374 -1.0189 4.1318
H -6.1702 -6.7672 -1.1325
O 2.8337 2.6227 0.0230
H 3.1178 6.9339 0.5066
C 1.0080 4.6334 1.7590
C 0.0956 5.1119 4.0618
H 1.7113 2.0882 8.3115
O 0.0201 -1.5734 3.0651
C -8.3997 -4.2134 -1.9414
H 1.4283 -1.4014 -5.5177
O 0.8749 2.5202 5.9785
H 1.5403 3.7493 2.1148
C 2.0348 2.2521 6.2009
C 5.1463 -1.6011 -0.1690
H -2.4476 -7.2297 -3.1375
H 3.3234 2.7001 7.8575
H 0.3737 -2.9671 -0.2323
H 2.8044 -4.9155 -5.1971
H -4.8945 2.2529 -0.2217
C -2.1693 -5.1723 -2.5895
H -0.1141 1.0664 4.6636
H 1.9814 -1.2700 -2.1802
H 5.8413 -0.7620 -0.2418
H -3.6448 -4.3946 -3.9474
O 1.3308 6.7486 2.8327
H 4.0344 0.2196 1.6505
C 2.1920 6.4421 -1.3626
H -1.7759 -6.2190 -4.4182
O -1.4352 -4.6346 -1.7977
H -7.7559 -6.4767 -0.3748
H 3.8620 2.8691 5.2630
H 2.4327 -2.7927 -1.4242
H -0.0438 -1.7583 6.1559
H -0.9243 4.8396 3.7846
H 3.3164 -3.2139 -5.2105
H 2.7483 1.2947 -2.6362
H -4.3453 3.1279 -1.6444
C -6.9073 -6.0098 -0.8785
H -0.7438 -6.6913 -3.0533
C 0.8553 5.6307 2.8648
H -1.5672 0.1611 5.0837
H -4.4801 3.9812 -0.0848
H -2.3732 1.4459 -1.9214
C 0.8082 -2.1750 -5.9747
C -2.7835 2.6738 -0.2344
*
```

These are the Mulliken partial charges, in e, on atoms 1 to 99:
1 H 0.328
2 C 0.661
3 O -0.319
4 H -0.172
5 H 0.365
6 C -1.079
7 H 0.271
8 H 0.427
9 H 0.317
10 H 0.319
11 O -0.511
12 H 0.318
13 C 0.912
14 H 0.303
15 C -0.385
16 H 0.339
17 C -0.812
18 Cl -0.287
19 H 0.343
20 H -0.546
21 H 0.362
22 H 0.114
23 H 0.308
24 O -0.575
25 O -0.535
26 H 0.299
27 Nb -0.785
28 H -0.023
29 C -1.391
30 H 0.341
31 C -0.976
32 H 0.023
33 H 0.338
34 H 0.386
35 H 0.365
36 H 0.137
37 C 0.905
38 H 0.328
39 O -0.505
40 H 0.131
41 H 0.322
42 C -1.241
43 C -0.706
44 H 0.236
45 O -0.454
46 C -1.222
47 H 0.060
48 H 0.303
49 C -1.234
50 C -0.390
51 C -1.187
52 C -0.947
53 B 0.296
54 H 0.185
55 C -1.063
56 H 0.162
57 O -0.540
58 H 0.095
59 C 0.809
60 H 0.292
61 O -0.126
62 H 0.283
63 C 0.383
64 C -0.641
65 H 0.325
66 O -0.503
67 C -1.152
68 H 0.292
69 O -0.618
70 H 0.212
71 C 0.937
72 C -1.000
73 H 0.419
74 H 0.381
75 H 0.321
76 H 0.270
77 H 0.326
78 C 0.982
79 H -0.161
80 H 0.126
81 H 0.428
82 H 0.336
83 O -0.617
84 H -0.029
85 C 0.839
86 H 0.288
87 O -0.544
88 H 0.407
89 H 0.406
90 H 0.578
91 H 0.362
92 H 0.280
93 H 0.256
94 H 0.251
95 H 0.327
96 C -1.176
97 H 0.283
98 C 0.759
99 H 0.385

Record 5
Density functional theory data (ωB97M-V/def2-TZVPD) for a single C8H9N3 molecule at a distorted geometry.

The energy relative to the best compared isomer or geometry (same formula, charge and spin) is 129.7 kcal per mole. The value obtained for the molecular weight is 147.181 g mol⁻¹. For the maximum force, the calculation gives 0.098 hartree/bohr. As for the total energy: -474.30828 a.u.

```
! RIJCOSX wB97M-V def2-TZVPD def2/J DEFGRID3
* xyz 0 1
H -3.3554 2.0504 -0.5333
C 0.5448 1.1208 -0.2278
C 1.2079 -1.4726 -1.2081
N 2.0124 -0.4858 -0.9672
C -2.7401 -0.6194 -0.3637
C -2.3606 1.8205 -0.5852
C -0.4678 0.2510 -0.6192
H 0.8308 -1.0388 1.4452
H -0.8557 -1.7769 -1.0172
N -3.2884 -1.5311 -0.0180
H 0.2731 2.1143 0.1039
H 0.4815 -2.7853 0.5534
H 2.9524 -0.6825 -1.1437
C 1.8101 0.6854 -0.2129
N -0.1233 -1.2122 -0.5340
C 0.0373 -1.7050 0.8319
C -1.8901 0.5589 -0.5392
H -1.6965 2.6254 -0.7916
H 2.5533 1.4707 -0.0230
H -1.0139 -1.7458 1.2615
*
```

Charges in e, computed with Mulliken, in the same order as the atoms:
1 H 0.412
2 C -0.277
3 C -0.600
4 N 0.264
5 C -0.002
6 C -1.527
7 C 0.060
8 H 0.237
9 H 0.476
10 N -0.447
11 H 0.326
12 H 0.349
13 H 0.230
14 C -1.046
15 N 0.262
16 C -0.805
17 C 1.112
18 H 0.290
19 H 0.353
20 H 0.333